Below is a single C5H6O molecule, with properties calculated with the ωB97M-V functional and the def2-TZVPD basis.

Summary:
Total energy (Eh): -269.26967
SMILES: CCC#CC=O
LUMO level (eV): 0.33
ΔE to the lowest compared entry with this formula, charge and spin (kcal/mol): 48.0
Orbital gap (eV): 10.51

Geometry as ORCA input:
```
! RIJCOSX wB97M-V def2-TZVPD def2/J DEFGRID3
* xyz 0 1
C -1.500 0.442 -0.001
C -0.959 -1.000 0.059
C 0.500 -0.856 0.064
C 1.602 -0.369 0.179
C 2.620 0.650 0.356
O 2.379 1.645 1.004
H -2.537 0.512 0.323
H -0.901 1.074 0.653
H -1.411 0.843 -1.011
H -1.328 -1.605 -0.778
H -1.279 -1.490 0.987
H 3.590 0.518 -0.147
*
```

Below is a single C5H6O molecule, with properties calculated with the ωB97M-V functional and the def2-TZVPD basis.

Summary:
Total energy (Eh): -269.28092
SMILES: C#CCCC=O
LUMO level (eV): 0.92
ΔE to the lowest compared entry with this formula, charge and spin (kcal/mol): 41.0
Orbital gap (eV): 10.81

Geometry as ORCA input:
```
! RIJCOSX wB97M-V def2-TZVPD def2/J DEFGRID3
* xyz 0 1
O -0.234 2.217 1.467
C 0.029 1.084 1.793
C 0.164 -0.064 0.825
C -0.281 0.312 -0.588
C -0.052 -0.768 -1.550
C 0.146 -1.663 -2.331
H 0.196 0.832 2.862
H -0.405 -0.920 1.213
H 1.216 -0.382 0.834
H -1.345 0.576 -0.576
H 0.250 1.215 -0.907
H 0.316 -2.440 -3.043
*
```

Below is a single C5H6O molecule at a distorted geometry, with properties calculated with the ωB97M-V functional and the def2-TZVPD basis.

Summary:
Total energy (Eh): -269.20584
SMILES: CC1=C[C@H]2O[C@@H]12
LUMO level (eV): 1.06
ΔE to the lowest compared entry with this formula, charge and spin (kcal/mol): 88.1
Orbital gap (eV): 9.29

Geometry as ORCA input:
```
! RIJCOSX wB97M-V def2-TZVPD def2/J DEFGRID3
* xyz 0 1
C 0.770 1.535 -0.542
C 0.190 0.225 -0.180
C 0.281 -0.550 1.125
O 0.385 -1.984 0.912
C -0.788 -1.501 0.402
C -0.633 -0.612 -0.803
H 1.859 1.465 -0.555
H 0.496 2.303 0.191
H 0.401 1.849 -1.524
H -0.145 -0.173 2.034
H -1.746 -1.918 0.732
H -1.069 -0.637 -1.791
*
```

Below is a single C5H6O molecule at a distorted geometry, with properties calculated with the ωB97M-V functional and the def2-TZVPD basis.

Summary:
Total energy (Eh): -269.28283
SMILES: O=C1C[C@H]2C[C@@H]12
LUMO level (eV): 1.03
ΔE to the lowest compared entry with this formula, charge and spin (kcal/mol): 39.8
Orbital gap (eV): 10.59

Geometry as ORCA input:
```
! RIJCOSX wB97M-V def2-TZVPD def2/J DEFGRID3
* xyz 0 1
O -1.421 -0.426 -2.101
C -0.640 -0.217 -1.208
C 0.760 -0.797 -0.682
C 0.197 -0.445 0.706
C 0.243 1.038 0.870
C -0.907 0.427 0.106
H 1.133 -1.830 -0.781
H 1.585 -0.141 -0.987
H -0.036 -1.232 1.416
H 1.076 1.523 0.369
H -0.094 1.583 1.754
H -1.895 0.517 0.539
*
```

Below is a single C5H6O molecule at a distorted geometry, with properties calculated with the ωB97M-V functional and the def2-TZVPD basis.

Summary:
Total energy (Eh): -269.18309
LUMO level (spin up / spin down) (eV): -0.68 / -1.42
ΔE to the lowest compared entry with this formula, charge and spin (kcal/mol): 102.4
Orbital gap (spin up / spin down) (eV): 7.91 / 7.53

Geometry as ORCA input:
```
! RIJCOSX wB97M-V def2-TZVPD def2/J DEFGRID3
* xyz 0 1
C -1.790 0.999 -0.276
C -0.790 -0.011 0.234
O -0.946 -0.596 1.295
C 0.419 -0.206 -0.557
C 1.566 -0.661 0.032
C 2.349 -0.545 1.136
H -2.809 0.691 -0.036
H -1.688 1.198 -1.347
H -1.577 1.930 0.262
H 0.405 -0.102 -1.639
H 2.033 -1.299 -0.727
H 2.828 -1.400 1.622
*
```

Below is a single C5H6O molecule at a distorted geometry, with properties calculated with the ωB97M-V functional and the def2-TZVPD basis.

Summary:
Total energy (Eh): -269.22247
SMILES: C#CC1(O)CC1
LUMO level (eV): 0.89
ΔE to the lowest compared entry with this formula, charge and spin (kcal/mol): 77.7
Orbital gap (eV): 10.48

Geometry as ORCA input:
```
! RIJCOSX wB97M-V def2-TZVPD def2/J DEFGRID3
* xyz 0 1
O -0.193 -0.539 -1.341
C -0.056 -0.025 -0.046
C -0.245 1.454 0.012
C 1.130 0.863 0.187
C -0.600 -0.996 0.906
C -1.115 -2.086 0.811
H 0.457 -1.251 -1.431
H -0.492 1.888 -0.952
H -0.740 1.898 0.869
H 1.813 0.911 -0.655
H 1.590 0.884 1.171
H -1.549 -3.002 0.469
*
```

Below is a single C5H6O molecule, with properties calculated with the ωB97M-V functional and the def2-TZVPD basis.

Summary:
Total energy (Eh): -269.34436
SMILES: O=C1C=CCC1
LUMO level (eV): 0.70
ΔE to the lowest compared entry with this formula, charge and spin (kcal/mol): 1.2
Orbital gap (eV): 10.21

Geometry as ORCA input:
```
! RIJCOSX wB97M-V def2-TZVPD def2/J DEFGRID3
* xyz 0 1
O 2.440 -0.657 0.067
C 1.296 -0.262 0.086
C 0.049 -1.144 -0.016
C -1.141 -0.175 0.023
C -0.495 1.187 -0.066
C 0.831 1.152 0.085
H 0.056 -1.904 0.772
H 0.092 -1.675 -0.973
H -1.866 -0.340 -0.780
H -1.701 -0.268 0.963
H -1.072 2.089 -0.268
H 1.511 1.997 0.107
*
```

Below is a single C5H6O molecule, with properties calculated with the ωB97M-V functional and the def2-TZVPD basis.

Summary:
Total energy (Eh): -269.26059
SMILES: CCC#CC=O
LUMO level (eV): 0.47
ΔE to the lowest compared entry with this formula, charge and spin (kcal/mol): 53.7
Orbital gap (eV): 10.59

Geometry as ORCA input:
```
! RIJCOSX wB97M-V def2-TZVPD def2/J DEFGRID3
* xyz 0 1
C 0.885 1.424 0.257
C -0.565 0.976 0.446
C -0.787 -0.245 -0.312
C -0.663 -1.378 -0.722
C -0.199 -2.666 -0.238
O 0.923 -2.792 0.197
H 1.549 0.583 0.466
H 1.064 1.745 -0.769
H 1.131 2.242 0.934
H -1.289 1.765 0.237
H -0.711 0.667 1.491
H -0.938 -3.476 -0.183
*
```

Below is a single C5H6O molecule at a distorted geometry, with properties calculated with the ωB97M-V functional and the def2-TZVPD basis.

Summary:
Total energy (Eh): -269.12414
LUMO level (spin up / spin down) (eV): -0.55 / -1.63
ΔE to the lowest compared entry with this formula, charge and spin (kcal/mol): 139.4
Orbital gap (spin up / spin down) (eV): 9.23 / 7.06

Geometry as ORCA input:
```
! RIJCOSX wB97M-V def2-TZVPD def2/J DEFGRID3
* xyz 0 1
C -0.641 -1.371 2.231
C -0.296 -1.034 1.126
C 0.132 -0.827 -0.285
C -0.379 0.620 -0.922
C 0.647 1.516 -0.496
O 1.424 -0.718 -0.525
H -0.942 -1.692 3.205
H -0.413 -1.581 -0.881
H -0.194 0.294 -1.951
H -1.391 1.053 -0.887
H 1.475 1.156 0.102
H 0.577 2.583 -0.717
*
```

Below is a single C5H6O molecule at a distorted geometry, with properties calculated with the ωB97M-V functional and the def2-TZVPD basis.

Summary:
Total energy (Eh): -269.20563
SMILES: C1=COC=CC1
LUMO level (eV): 0.94
ΔE to the lowest compared entry with this formula, charge and spin (kcal/mol): 88.2
Orbital gap (eV): 9.16

Geometry as ORCA input:
```
! RIJCOSX wB97M-V def2-TZVPD def2/J DEFGRID3
* xyz 0 1
C -0.160 1.175 0.107
C 1.268 0.502 -0.285
C 1.337 -0.910 0.067
C -1.102 -1.203 -0.142
C -1.289 0.100 0.014
H -0.358 1.673 0.897
H -0.379 2.019 -0.657
H 2.307 0.927 0.116
H 2.333 -1.421 0.048
H -1.839 -1.803 -0.288
H -2.312 0.567 0.037
O 0.193 -1.626 0.088
*
```

Below is a single C5H6O molecule at a distorted geometry, with properties calculated with the ωB97M-V functional and the def2-TZVPD basis.

Summary:
Total energy (Eh): -269.28030
SMILES: C1=C[C@@H]2C[C@@H]2O1
LUMO level (eV): 1.13
ΔE to the lowest compared entry with this formula, charge and spin (kcal/mol): 41.4
Orbital gap (eV): 9.54

Geometry as ORCA input:
```
! RIJCOSX wB97M-V def2-TZVPD def2/J DEFGRID3
* xyz 0 1
C 0.590 -1.153 0.423
C 0.641 -0.312 -0.792
C -0.130 1.638 0.071
C -1.061 0.717 0.455
C -0.684 -0.625 -0.161
H 0.940 -2.227 0.234
H 1.077 -0.784 1.331
H 1.028 -0.636 -1.722
H 0.076 2.678 0.326
H -1.871 0.880 1.108
H -1.504 -1.234 -0.613
O 0.901 1.056 -0.660
*
```

Below is a single C5H6O molecule, with properties calculated with the ωB97M-V functional and the def2-TZVPD basis.

Summary:
Total energy (Eh): -269.22387
SMILES: CC#C[C@H]1CO1
LUMO level (eV): 0.91
ΔE to the lowest compared entry with this formula, charge and spin (kcal/mol): 76.8
Orbital gap (eV): 10.32

Geometry as ORCA input:
```
! RIJCOSX wB97M-V def2-TZVPD def2/J DEFGRID3
* xyz 0 1
C -2.195 -0.330 0.232
C -1.122 -0.097 -0.725
C -0.013 0.155 -1.125
C 1.339 0.551 -0.776
C 1.781 -0.033 0.496
O 2.366 -0.421 -0.739
H -3.189 -0.456 -0.191
H -1.936 -1.213 0.827
H -2.199 0.532 0.909
H 1.646 1.559 -1.044
H 1.129 -0.783 0.948
H 2.395 0.538 1.187
*
```

Below is a single C5H6O molecule, with properties calculated with the ωB97M-V functional and the def2-TZVPD basis.

Summary:
Total energy (Eh): -269.18418
SMILES: CC=C=C=CO
LUMO level (eV): -0.23
ΔE to the lowest compared entry with this formula, charge and spin (kcal/mol): 101.7
Orbital gap (eV): 8.43

Geometry as ORCA input:
```
! RIJCOSX wB97M-V def2-TZVPD def2/J DEFGRID3
* xyz 0 1
C 0.217 0.954 -1.473
C -0.584 0.746 -0.196
C -1.035 -0.497 0.136
C -0.938 -1.647 0.683
C 0.213 -1.530 1.551
O 1.098 -0.636 1.405
H 0.820 0.070 -1.703
H -0.442 1.145 -2.327
H 0.887 1.814 -1.369
H -1.141 1.611 0.167
H 0.532 0.179 0.731
H 0.372 -2.209 2.394
*
```

Below is C5H6O as an isolated structure, with properties calculated with the ωB97M-V functional and the def2-TZVPD basis.

Summary:
Total energy (Eh): -269.27572
LUMO level (eV): 1.05
ΔE to the lowest compared entry with this formula, charge and spin (kcal/mol): 44.3
Orbital gap (eV): 9.84

Geometry as ORCA input:
```
! RIJCOSX wB97M-V def2-TZVPD def2/J DEFGRID3
* xyz 0 1
C 1.946 0.467 0.861
C 0.624 0.135 0.290
C -0.439 -0.617 0.601
C -1.031 -0.125 -0.646
C -2.140 -0.239 -1.355
O 0.133 0.651 -0.923
H 2.046 -0.066 1.811
H 2.043 1.542 1.050
H 2.760 0.161 0.196
H -0.716 -1.305 1.382
H -2.941 -0.850 -0.953
H -2.286 0.246 -2.313
*
```

Below is a single C5H6O molecule, with properties calculated with the ωB97M-V functional and the def2-TZVPD basis.

Summary:
Total energy (Eh): -269.27418
SMILES: C=C=C(C)C=O
LUMO level (eV): 0.63
ΔE to the lowest compared entry with this formula, charge and spin (kcal/mol): 45.2
Orbital gap (eV): 10.33

Geometry as ORCA input:
```
! RIJCOSX wB97M-V def2-TZVPD def2/J DEFGRID3
* xyz 0 1
C -0.948 -0.727 -1.412
C -0.048 -0.229 -0.310
C -0.367 0.330 0.829
C -0.241 0.950 1.973
C 1.466 -0.119 -0.329
O 2.106 0.456 -1.172
H -1.952 -0.308 -1.302
H -1.046 -1.820 -1.378
H -0.569 -0.462 -2.404
H -0.230 0.404 2.911
H -0.108 2.028 1.993
H 1.936 -0.505 0.601
*
```

Below is a single C5H6O2 molecule, with properties calculated with the ωB97M-V functional and the def2-TZVPD basis.

Summary:
Total energy (Eh): -344.49220
SMILES: O=CCC#CCO
LUMO level (eV): 0.64
ΔE to the lowest compared entry with this formula, charge and spin (kcal/mol): 68.8
Orbital gap (eV): 10.63

Geometry as ORCA input:
```
! RIJCOSX wB97M-V def2-TZVPD def2/J DEFGRID3
* xyz 0 1
O 1.948 -0.665 -1.006
C 2.312 -0.045 0.216
C 1.074 0.225 0.964
C -0.124 0.094 1.011
C -1.464 -0.292 0.598
C -2.281 0.838 -0.002
O -3.399 0.677 -0.414
H 1.307 -0.082 -1.437
H 2.898 0.864 0.040
H 2.941 -0.763 0.746
H -2.034 -0.862 1.337
H -1.264 -0.983 -0.236
H -1.753 1.811 -0.096
*
```

Below is a single C5H6O2 molecule at a distorted geometry, with properties calculated with the ωB97M-V functional and the def2-TZVPD basis.

Summary:
Total energy (Eh): -344.49292
SMILES: O=C1[C@@H]2CO[C@H]1C2
LUMO level (eV): 0.94
ΔE to the lowest compared entry with this formula, charge and spin (kcal/mol): 68.4
Orbital gap (eV): 10.10

Geometry as ORCA input:
```
! RIJCOSX wB97M-V def2-TZVPD def2/J DEFGRID3
* xyz 0 1
C -0.959 -0.140 -0.123
C 0.212 0.332 -1.039
C 1.249 -0.722 -0.553
C -0.081 0.327 1.002
C 0.460 1.413 0.038
H 0.118 0.417 -2.106
H 2.350 -0.746 -0.661
H 1.023 -1.801 -0.773
H -0.461 0.563 1.925
H 1.529 1.693 0.118
H -0.005 2.288 -0.101
O -2.141 -0.430 -0.135
O 0.911 -0.779 0.841
*
```

Below is a single C5H6O2 molecule at a distorted geometry, with properties calculated with the ωB97M-V functional and the def2-TZVPD basis.

Summary:
Total energy (Eh): -344.43534
SMILES: O=C1CC2(CO2)C1
LUMO level (eV): 0.80
ΔE to the lowest compared entry with this formula, charge and spin (kcal/mol): 104.5
Orbital gap (eV): 10.01

Geometry as ORCA input:
```
! RIJCOSX wB97M-V def2-TZVPD def2/J DEFGRID3
* xyz 0 1
O -2.862 -0.694 -0.154
C -1.725 -0.373 -0.034
C -0.719 1.046 0.398
C 0.418 0.177 0.010
C 1.824 0.206 0.396
O 1.416 0.580 -0.918
C -0.407 -1.053 -0.283
H -0.519 2.137 0.437
H -1.438 0.994 -0.522
H 2.228 1.015 1.005
H 2.372 -0.736 0.466
H -0.224 -1.464 -1.276
H -0.364 -1.837 0.475
*
```

Below is a single C5H6O2 molecule, with properties calculated with the ωB97M-V functional and the def2-TZVPD basis.

Summary:
Total energy (Eh): -344.55944
SMILES: C=C1CC=C(O)O1
LUMO level (eV): 0.78
ΔE to the lowest compared entry with this formula, charge and spin (kcal/mol): 26.6
Orbital gap (eV): 8.92

Geometry as ORCA input:
```
! RIJCOSX wB97M-V def2-TZVPD def2/J DEFGRID3
* xyz 0 1
C 0.439 -1.117 0.000
C -1.436 0.204 0.000
C 0.779 0.353 0.000
C -1.061 -1.073 0.000
C 1.971 0.928 0.000
O -0.386 1.092 0.000
O -2.661 0.745 0.000
H -2.570 1.707 0.000
H 0.845 -1.621 -0.882
H 0.844 -1.620 0.882
H -1.703 -1.927 0.000
H 2.863 0.332 0.000
H 2.078 1.997 0.000
*
```

Below is a single C5H6O2 molecule, with properties calculated with the ωB97M-V functional and the def2-TZVPD basis.

Summary:
Total energy (Eh): -344.52957
SMILES: CC=C=COC=O
LUMO level (eV): 0.98
ΔE to the lowest compared entry with this formula, charge and spin (kcal/mol): 45.4
Orbital gap (eV): 10.35

Geometry as ORCA input:
```
! RIJCOSX wB97M-V def2-TZVPD def2/J DEFGRID3
* xyz 0 1
C 0.616 -1.149 -1.630
C 1.082 -0.778 -0.252
O -0.536 1.738 -0.383
C -1.016 1.954 0.694
O -1.091 1.118 1.748
C 0.280 -0.566 0.754
C -0.563 -0.176 1.670
H -0.470 -1.270 -1.661
H 1.091 -2.073 -1.974
H 0.889 -0.348 -2.327
H 2.143 -0.575 -0.112
H -1.487 2.903 0.980
H -0.936 -0.776 2.493
*
```